1.
Molecular formula: C15H18Cl3GeN3O9Pt
Method: DFT, ωB97M-V with the def2-TZVPD basis set

Summary:
Total charge: -1
Gap between HOMO and LUMO (alpha / beta) (eV): 4.92 / 5.85
Multiplicity: 2
Energy relative to the best compared isomer or geometry (same formula, charge and spin) (kJ/mol): 182.6
E (eV): -136074.0056

XYZ file:
```
50
Properties=species:S:1:pos:R:3:forces:R:3
Pt 0.8107 -1.3528 -0.1852 1.07 -1.92 -0.47
Cl 4.1878 0.7677 0.1522 0.02 -0.04 0.02
Ge 2.2611 0.2375 1.1235 -0.32 -0.49 -0.43
Cl 2.9559 -0.5974 3.0522 0.12 0.01 0.09
Cl 1.6065 2.2346 1.7543 -0.06 0.22 0.04
O -0.6484 -0.2834 2.9898 -0.05 0.09 0.08
C -1.3069 0.1298 2.0650 -0.39 -0.12 0.37
O -0.7973 0.3190 0.8722 -0.62 0.41 -0.68
C -2.8005 0.4459 2.1883 0.34 -0.28 0.16
N -3.3412 0.7129 0.8713 -0.41 -0.15 0.06
C -4.0882 1.9528 0.8935 -0.19 0.31 -0.09
C -3.3088 2.7764 1.9113 -0.15 -0.06 -0.03
C -2.9923 1.7461 2.9956 0.00 0.04 -0.08
H -3.2642 -0.4079 2.6985 0.09 0.07 -0.02
H -3.8222 -0.0553 0.4265 0.03 -0.02 0.11
H -1.4768 0.6127 0.1486 0.48 -0.33 1.00
H -5.1303 1.8174 1.2316 0.09 0.06 -0.05
H -4.0926 2.3955 -0.1022 -0.05 0.08 -0.01
H -3.8790 3.6191 2.2920 0.00 0.12 0.00
H -2.3894 3.1420 1.4565 0.05 0.06 -0.05
H -3.8301 1.6472 3.6893 0.03 -0.03 -0.04
H -2.0988 1.9919 3.5662 -0.04 -0.03 0.08
O 2.5913 -2.8389 -3.7807 0.28 -0.13 -0.39
C 2.1074 -2.2998 -2.8047 -0.06 0.74 -0.17
O 1.7591 -2.8647 -1.7190 -0.91 0.01 1.04
C 1.8694 -0.7890 -2.8047 0.58 -0.25 -0.35
C 0.6459 -0.3128 -2.2951 -0.26 0.53 0.69
C 0.4309 1.0991 -2.2902 0.89 -0.56 -0.45
C 1.4333 1.9634 -2.7235 0.21 0.45 -0.14
C 2.6182 1.4565 -3.2192 -1.21 -1.08 0.71
C 2.8533 0.0677 -3.2493 -0.26 0.03 -0.02
N 3.5995 2.3488 -3.7438 0.90 0.88 -0.49
O 3.3699 3.5513 -3.7153 0.05 -0.32 0.03
O 4.6148 1.8632 -4.2243 -0.30 0.12 0.19
N -0.7790 1.6152 -1.8585 -1.19 0.50 0.42
O -0.9991 2.8347 -1.8885 0.14 -0.78 0.02
O -1.6463 0.7916 -1.4257 0.40 0.67 -0.87
H -0.2342 -0.9653 -2.2968 0.15 0.09 0.09
H 1.2693 3.0292 -2.6962 -0.01 0.01 0.00
H 3.7820 -0.3131 -3.6405 0.03 -0.09 0.00
C 2.6003 -3.7203 1.1709 1.13 0.28 -0.35
O 1.2300 -3.7737 1.5416 -1.36 0.12 -0.20
C 0.3769 -2.9207 1.0639 0.83 1.30 0.31
C -0.9743 -3.1115 1.6780 0.15 -0.39 -0.10
H 2.9696 -4.7440 1.2129 -0.09 0.06 -0.02
H 3.1374 -3.0986 1.8919 -0.18 -0.08 -0.02
H 2.7212 -3.3029 0.1679 -0.11 -0.19 0.17
H -1.0901 -4.1254 2.0680 0.00 0.02 -0.05
H -1.7739 -2.8821 0.9761 0.06 0.08 -0.07
H -1.0377 -2.4095 2.5134 0.08 0.02 -0.03
```
Positions in Å, forces in eV/Å.

Atom charges from the natural (NBO) analysis, given in e for atoms 1 to 8: Pt 0.6085; Cl -0.4883; Ge 0.8260; Cl -0.4914; Cl -0.4765; O -0.6182; C 0.8012; O -0.7308

---

2.
Molecular formula: C15H18ClINO4V
Method: DFT, ωB97M-V with the def2-TZVPD basis set

Summary:
Total charge: +1
Gap between HOMO and LUMO (alpha / beta) (eV): 6.91 / 7.15
Multiplicity: 4
E (eV): -71832.6931

XYZ file:
```
41
Properties=species:S:1:pos:R:3:forces:R:3
V 0.7815 -0.6501 0.0000 0.95 -1.22 0.00
C 0.1370 -0.4492 3.0773 -0.21 -0.01 0.16
O 1.0919 -0.7418 2.0519 0.39 -0.02 0.37
C 2.4092 -0.2714 2.3424 0.23 0.10 -0.14
C 3.3151 -0.7215 1.2123 0.09 0.00 0.45
O 2.8183 -0.1303 0.0000 0.28 -0.02 0.00
C 3.3153 -0.7212 -1.2124 0.09 0.00 -0.45
C 2.4094 -0.2709 -2.3425 0.24 0.10 0.14
O 1.0921 -0.7409 -2.0515 0.39 -0.02 -0.38
C 0.1370 -0.4491 -3.0769 -0.21 -0.01 -0.16
H 0.4203 -0.9519 4.0026 0.04 -0.02 -0.04
H -0.8236 -0.8274 2.7382 0.03 -0.02 -0.05
H 0.0736 0.6274 3.2509 0.04 0.00 -0.08
H 2.7603 -0.6889 3.2884 0.00 -0.02 0.00
H 2.4110 0.8220 2.4088 -0.06 -0.02 0.06
H 3.2876 -1.8144 1.1358 0.03 0.02 -0.09
H 4.3430 -0.4046 1.3971 -0.01 0.01 -0.03
H 3.2878 -1.8141 -1.1362 0.03 0.02 0.09
H 4.3432 -0.4042 -1.3970 -0.01 0.01 0.03
H 2.7602 -0.6889 -3.2884 0.00 -0.02 0.00
H 2.4116 0.8224 -2.4093 -0.06 -0.02 -0.06
H 0.4203 -0.9522 -4.0020 0.05 -0.02 0.04
H 0.0731 0.6273 -3.2511 0.04 0.00 0.08
H -0.8234 -0.8276 -2.7376 0.03 -0.02 0.05
Cl -5.6376 1.5410 0.0000 -0.08 0.07 0.00
C -4.2120 0.5638 0.0000 -0.07 -0.25 0.00
C -4.3248 -0.8067 0.0000 -0.18 0.34 0.00
C -3.1963 -1.6332 0.0000 0.56 -0.30 0.00
I -3.3597 -3.7152 0.0001 -0.07 0.26 0.00
C -1.9158 -1.0917 0.0000 -0.49 0.05 0.00
O -0.7913 -1.7468 -0.0001 -0.78 -0.84 0.00
C -1.8165 0.3305 -0.0001 -0.26 -0.16 0.00
N -0.5249 0.7842 -0.0001 -1.27 2.23 0.00
C -0.3356 2.0990 -0.0001 0.00 -0.22 0.00
C -1.3917 3.0149 -0.0001 -0.19 0.15 0.00
C -2.6907 2.5693 -0.0001 0.12 -0.04 0.00
C -2.9435 1.1817 -0.0001 0.26 -0.08 0.00
H -5.3125 -1.2474 0.0001 0.01 -0.02 0.00
H 0.6924 2.4443 -0.0001 0.01 -0.02 0.00
H -1.1695 4.0726 -0.0001 0.00 -0.01 0.00
H -3.5219 3.2613 0.0000 0.02 0.02 0.00
```
Positions in Å, forces in eV/Å.

Atom charges from the natural (NBO) analysis, given in e for atoms 1 to 8: V 1.2622; C -0.2467; O -0.5574; C -0.0883; C -0.0964; O -0.5529; C -0.0963; C -0.0883

---

3.
Molecular formula: C15H18N10O12Sr
Method: DFT, ωB97M-V with the def2-TZVPD basis set

Summary:
Gap between HOMO and LUMO (eV): 8.01
Energy relative to the best compared isomer or geometry (same formula, charge and spin) (kJ/mol): 132.2
E (eV): -56147.0869

XYZ file:
```
56
Properties=species:S:1:pos:R:3:forces:R:3
Sr -1.1415 0.9382 0.7484 1.25 -1.37 -1.07
N 1.8581 0.0429 0.3182 0.12 0.06 0.20
N 2.4039 0.0647 1.6077 -0.30 -0.05 0.21
C 1.5788 0.0581 2.6805 -0.38 -0.15 -0.40
N 2.0996 0.2134 3.8904 0.10 0.01 -0.06
N 0.2968 -0.1779 2.3639 -0.39 -0.28 1.71
N -0.6839 -0.0055 3.3380 -0.31 0.12 -0.72
O -0.4882 -0.0082 4.5296 0.19 -0.07 -0.11
O -1.8299 0.1707 2.8333 1.12 -0.75 1.87
H 2.3061 -0.6808 -0.2244 0.04 0.01 -0.08
H 1.9489 0.9614 -0.0996 -0.02 0.01 -0.10
H 3.3625 0.3393 1.7430 0.09 0.03 -0.01
H 3.0064 0.6392 3.9781 -0.01 0.03 0.03
H 1.4539 0.2919 4.6587 -0.07 0.01 0.09
O -6.9033 3.8630 -3.3664 -0.13 -0.08 0.17
N -6.8377 2.6499 -3.4199 0.62 -0.11 -0.33
O -7.5290 1.9455 -4.1278 -0.11 0.02 0.21
C -5.7721 1.9907 -2.6383 -0.69 0.18 -0.32
C -5.6671 0.6137 -2.6601 -0.01 0.04 -0.01
C -4.6776 0.0020 -1.9373 0.02 -0.65 -0.32
C -3.6939 0.7113 -1.1705 0.28 -0.09 0.41
O -2.7017 0.1845 -0.5908 -1.82 -0.23 -1.43
C -3.9615 2.1296 -1.1358 0.40 0.78 0.56
C -4.9391 2.7601 -1.8721 0.20 0.10 0.21
N -3.2100 3.0461 -0.2243 -0.43 -1.30 -0.08
O -2.7327 2.5583 0.8256 -1.30 1.41 -0.63
O -3.1403 4.2111 -0.4870 0.02 0.23 0.00
N -4.6787 -1.4886 -2.0186 -0.16 0.37 0.48
O -5.5352 -2.0037 -2.7139 0.16 0.00 -0.12
O -3.8872 -2.1018 -1.3381 0.09 0.01 -0.13
H -6.3570 0.0168 -3.2365 0.00 0.00 -0.01
H -5.0621 3.8314 -1.8267 -0.01 0.02 0.00
C -1.3225 5.4453 2.6929 -0.14 -0.03 -0.07
C 0.1771 5.6990 2.7398 -0.02 0.03 0.04
C 0.9696 4.9675 1.6480 -0.08 -0.29 -0.33
C 2.4663 5.3051 1.8061 0.02 -0.01 0.12
C 3.3801 4.7465 0.7235 0.00 -0.10 -0.12
C 0.5317 5.4894 0.2912 -0.01 0.38 0.10
O 0.5901 6.6664 0.0145 -0.03 -0.11 -0.05
N 0.0554 4.5796 -0.6266 -0.14 -0.25 -0.04
C -0.0591 3.2174 -0.4152 0.51 0.05 0.28
O -0.6213 2.4950 -1.2556 0.35 0.45 0.22
N 0.4459 2.6668 0.7314 0.61 1.61 -0.04
C 0.7874 3.4548 1.8013 0.32 0.11 -0.41
O 1.0171 2.9536 2.8964 -0.01 -0.25 -0.04
H -1.8377 5.9987 3.4790 0.06 0.01 0.00
H -1.5607 4.3886 2.8338 0.04 -0.01 0.00
H -1.7607 5.7552 1.7402 0.05 0.00 0.02
H 0.5856 5.3747 3.6974 0.00 0.00 0.01
H 0.3914 6.7616 2.6240 -0.05 0.04 0.02
H 2.7659 4.9307 2.7863 0.01 0.02 0.01
H 2.5320 6.3941 1.8259 0.07 -0.01 0.00
H 3.2531 3.6649 0.6011 0.00 0.05 0.05
H 4.4276 4.9273 0.9703 -0.05 0.01 0.01
H 3.1926 5.2110 -0.2481 -0.04 -0.01 0.06
H -0.3404 4.9546 -1.4767 -0.01 -0.01 -0.05
```
Positions in Å, forces in eV/Å.

Atom charges from the natural (NBO) analysis, given in e for atoms 1 to 8: Sr 1.8168; N -0.6480; N -0.4200; C 0.6609; N -0.7571; N -0.5477; N 0.6267; O -0.3632

---

4.
Molecular formula: C15H18N4O3
Method: DFT, ωB97M-V with the def2-TZVPD basis set

Summary:
SMILES string: N[C@@H](Cc1ccccc1)C(=O)N[C@@H](Cc1c[nH]cn1)C(=O)O
Gap between HOMO and LUMO (eV): 9.00
Energy relative to the best compared isomer or geometry (same formula, charge and spin) (kJ/mol): 452.9
E (eV): -27946.7062

XYZ file:
```
40
Properties=species:S:1:pos:R:3:forces:R:3
N -0.6384 0.8907 -1.3355 -1.05 -0.54 -3.44
C -0.9245 -0.2827 -0.5490 2.75 -0.50 3.61
C -2.2119 -1.0093 -0.6642 -0.30 2.55 -2.87
C -3.3842 -0.3803 -0.0571 -2.23 2.82 1.14
C -3.9145 0.9516 -0.5250 -0.81 -3.10 1.88
C -5.1437 1.4844 -0.0239 1.09 -3.18 0.47
C -5.8195 0.5871 0.8986 -1.50 0.26 2.67
C -5.2965 -0.6603 1.4067 -0.19 1.73 1.60
C -4.0176 -1.0318 1.0233 0.10 -1.36 -0.23
C 0.2242 -1.3355 -0.6957 1.07 0.23 0.33
O 0.2516 -2.3880 -1.3055 -1.08 0.29 -0.07
N 1.3783 -0.9245 -0.0334 -1.90 -3.26 -0.60
C 2.6171 -1.5369 -0.4416 2.04 -0.25 1.61
C 3.3329 -0.4254 -1.1453 0.85 0.80 -3.97
C 3.3713 0.8946 -0.3731 1.21 -2.19 -0.71
C 4.5136 1.3965 0.1336 4.04 0.01 -0.47
N 4.1989 2.5693 0.7461 0.80 1.08 2.62
C 2.8615 2.5970 0.8011 -2.37 0.98 -1.65
N 2.3184 1.6447 0.0150 0.13 1.39 1.46
C 3.5824 -1.7334 0.8050 -0.60 -0.08 -0.46
O 4.7662 -1.5888 0.7018 0.05 -0.27 0.47
O 2.9857 -2.0145 1.9753 -1.44 -0.91 -0.70
H -1.2881 0.6077 -2.3759 3.62 1.55 3.34
H 0.4746 1.1332 -1.3118 -3.62 -0.80 -0.87
H -0.8364 0.0361 0.5608 0.00 -0.35 -1.32
H -2.0936 -1.9898 -0.3138 0.10 -1.48 -0.05
H -2.3758 -0.8803 -1.7733 -0.19 -1.34 0.54
H -3.3390 1.4159 -1.2871 0.27 0.58 -0.52
H -5.5204 2.4218 -0.4458 -0.08 -0.41 0.64
H -6.7434 0.8627 1.6180 1.81 0.00 -2.50
H -5.7254 -1.2024 2.3889 0.51 1.47 -2.70
H -3.6081 -1.9495 1.5933 -0.20 1.47 -1.49
H 1.4124 0.0333 0.1880 0.18 1.26 0.58
H 2.6332 -2.5861 -0.9347 -0.81 2.14 0.41
H 4.3698 -0.7670 -1.4586 -1.14 0.75 0.70
H 2.8320 -0.2292 -2.1694 0.42 -0.28 1.51
H 5.6203 1.0891 0.0988 -2.22 0.26 -0.16
H 4.8280 3.1791 1.3610 -1.31 -1.49 -1.49
H 2.2515 3.4353 1.1800 0.68 -0.65 -0.03
H 2.0571 -2.3144 1.7241 1.31 0.83 0.73
```
Positions in Å, forces in eV/Å.

Atom charges from the natural (NBO) analysis, given in e for atoms 1 to 8: N -0.8601; C -0.1270; C -0.4299; C -0.0098; C -0.1924; C -0.2318; C -0.2228; C -0.2162